Below is a cluster of 3 separate species, C7H9F2NO8 in total at a distorted geometry, with properties calculated with the ωB97M-V functional and the def2-TZVPD basis.

Summary:
LUMO energy in eV: 0.30
Net charge: 0
SMILES string: O=C1OC[C@@H](F)O1.O=C1OC[C@@H](F)O1.C[N+](=O)[O-]
HOMO level in hartree: -0.388
Kohn-Sham gap in eV: 10.9

Last column: natural (NBO) charge in e.
Element x y z (Å)
O -10.79 -19.60 -14.14  -0.563
C -11.41 -18.73 -13.63  0.974
O -12.76 -18.74 -13.46  -0.495
C -13.12 -17.60 -12.67  -0.126
C -11.95 -16.65 -12.98  0.453
F -11.72 -15.83 -11.94  -0.312
O -10.91 -17.60 -13.12  -0.503
H -14.13 -17.25 -12.83  0.217
H -12.99 -17.92 -11.63  0.192
H -12.05 -16.10 -13.91  0.164
O -14.29 -13.82 -13.02  -0.557
C -14.46 -13.72 -14.18  0.965
O -15.11 -12.70 -14.78  -0.474
C -15.44 -13.11 -16.10  -0.135
C -14.40 -14.19 -16.39  0.435
F -13.29 -13.66 -16.95  -0.328
O -14.03 -14.62 -15.09  -0.499
H -16.46 -13.47 -16.17  0.200
H -15.28 -12.28 -16.78  0.221
H -14.81 -15.01 -16.97  0.172
C -7.74 -19.81 -13.81  -0.483
N -7.82 -20.04 -15.27  0.541
O -8.45 -19.30 -15.97  -0.360
O -7.15 -20.97 -15.69  -0.397
H -8.33 -20.54 -13.27  0.242
H -8.12 -18.81 -13.63  0.229
H -6.68 -19.86 -13.55  0.226


Below is a structure of composition C12H26BrINO4PS at a distorted geometry, with properties calculated with the ωB97M-V functional and the def2-TZVPD basis.

Summary:
LUMO energy in eV: -1.80
Net charge: 0
HOMO level in hartree: -0.179
Kohn-Sham gap in eV: 3.1

Last column: natural (NBO) charge in e.
Element x y z (Å)
C 3.56 -1.81 1.82  -0.628
C 3.58 -1.22 0.39  -0.403
C 2.14 -1.31 -0.11  -0.435
C 1.82 -0.41 -1.26  -0.089
O 0.42 -0.58 -1.64  -0.496
C -0.44 0.45 -1.53  0.280
N 0.00 1.74 -2.22  -0.548
C 0.01 2.87 -1.21  -0.231
C -0.49 2.26 0.15  -0.582
P 1.00 2.49 1.24  1.547
O 2.04 1.45 1.21  -1.069
C -1.17 0.87 -0.21  -0.045
C -2.57 1.39 -0.71  -0.679
S -3.85 0.19 -1.06  2.055
O -4.60 -0.04 0.13  -0.910
O -3.31 -0.89 -1.81  -0.927
C -1.43 -0.20 0.87  -0.253
Br -0.41 0.01 2.52  0.077
C -1.28 -1.69 0.46  -0.462
C -2.19 -2.59 1.27  -0.617
H 2.68 -1.46 2.34  0.207
H 3.44 -2.89 1.72  0.248
H 4.47 -1.54 2.34  0.190
H 4.25 -1.82 -0.23  0.192
H 3.90 -0.18 0.41  0.187
H 1.91 -2.34 -0.35  0.240
H 1.52 -0.97 0.72  0.215
H 2.40 -0.74 -2.13  0.186
H 2.13 0.62 -1.07  0.169
H -1.26 0.11 -2.18  0.208
H -0.71 1.91 -2.92  0.430
H 0.86 1.64 -2.77  0.458
H -0.77 3.54 -1.55  0.221
H 1.00 3.30 -1.20  0.244
H -1.20 2.99 0.51  0.251
H 0.50 2.74 2.52  -0.055
H 1.50 3.72 0.76  -0.104
H -2.99 2.07 0.02  0.261
H -2.48 1.97 -1.63  0.202
H -4.63 0.92 -1.89  -0.026
H -2.44 -0.09 1.25  0.241
H -0.26 -1.97 0.70  0.267
H -1.38 -1.85 -0.60  0.227
H -3.23 -2.48 0.99  0.199
H -1.90 -3.62 1.06  0.246
H -2.06 -2.45 2.34  0.226
I 1.90 -4.10 2.58  -0.916


Below is a cluster of 2 separate species, C13H30O2PS2 in total, with properties calculated with the ωB97M-V functional and the def2-TZVPD basis.

Summary:
LUMO energy in eV: -2.94
Net charge: +1
HOMO level in hartree: -0.432
Kohn-Sham gap in eV: 8.8

Last column: natural (NBO) charge in e.
Element x y z (Å)
C 1.88 -3.10 2.31  -0.358
C 1.53 -2.79 1.08  -0.220
C 0.33 -1.98 0.66  -0.578
S -0.26 -0.90 1.98  0.522
C -1.80 -0.22 1.29  -0.516
C -2.65 0.41 2.40  -0.433
C -3.80 -0.49 2.87  -0.521
S -3.42 -1.53 4.32  0.002
P 0.89 0.91 2.18  0.783
C 1.40 1.27 0.45  -0.965
C 2.45 0.27 2.91  -0.723
C 3.22 1.50 3.43  -0.618
H 1.32 -2.78 3.19  0.199
H 2.74 -3.74 2.49  0.231
H 2.13 -3.16 0.25  0.232
H 0.54 -1.38 -0.23  0.246
H -0.51 -2.64 0.41  0.265
H -1.49 0.53 0.55  0.246
H -2.30 -1.04 0.77  0.251
H -3.05 1.36 2.03  0.245
H -2.01 0.67 3.25  0.229
H -4.66 0.12 3.13  0.241
H -4.10 -1.16 2.06  0.211
H -2.09 -1.34 4.31  0.099
H 2.36 1.79 0.51  0.264
H 0.67 1.95 0.02  0.263
H 1.49 0.39 -0.18  0.237
H 2.20 -0.40 3.73  0.245
H 3.02 -0.27 2.16  0.237
H 2.66 1.99 4.23  0.226
H 4.19 1.19 3.81  0.243
H 3.38 2.24 2.64  0.210
C -1.18 1.84 -5.55  -0.254
O -0.29 0.74 -5.50  -0.546
C 0.86 0.96 -4.71  -0.089
C 0.75 0.24 -3.38  -0.091
O -0.30 0.77 -2.57  -0.567
C -1.47 -0.02 -2.60  -0.253
H -2.07 1.51 -6.07  0.199
H -1.46 2.18 -4.55  0.168
H -0.74 2.67 -6.10  0.177
H 1.01 2.03 -4.54  0.179
H 1.72 0.57 -5.25  0.193
H 1.69 0.35 -2.83  0.176
H 0.58 -0.83 -3.56  0.178
H -1.31 -0.97 -2.08  0.146
H -1.79 -0.23 -3.62  0.202
H -2.26 0.54 -2.10  0.188


Below is a cluster of 18 separate species, C54H144O18 in total at a distorted geometry, with properties calculated with the ωB97M-V functional and the def2-TZVPD basis.

Summary:
LUMO energy in eV: 0.62
Net charge: 0
HOMO level in hartree: -0.356
Kohn-Sham gap in eV: 10.3

Last column: Mulliken charge in e.
Element x y z (Å)
C -1.52 0.90 -5.24  -0.157
C -1.36 -0.43 -6.00  0.683
C -0.85 -0.19 -7.44  -1.797
O -0.42 -1.21 -5.31  -0.581
H -1.96 0.76 -4.29  -0.608
H -2.22 1.59 -5.75  0.414
H -0.59 1.42 -5.15  0.339
H -2.27 -0.95 -5.99  0.168
H -1.61 0.25 -8.07  0.396
H -0.50 -1.11 -7.92  0.433
H 0.01 0.45 -7.45  0.384
H -0.74 -1.65 -4.52  0.335
C 3.57 -1.20 -4.70  -1.603
C 2.92 -2.12 -3.75  2.011
C 3.44 -3.51 -3.89  -1.781
O 3.13 -1.72 -2.37  0.727
H 3.31 -0.15 -4.57  0.111
H 3.14 -1.29 -5.71  0.456
H 4.62 -1.25 -4.87  0.431
H 1.85 -2.22 -4.00  -0.673
H 4.43 -3.58 -3.44  0.288
H 3.68 -3.70 -4.95  0.452
H 2.89 -4.31 -3.42  0.280
H 2.27 -1.29 -2.12  -0.652
C 0.85 5.23 0.58  0.453
C -0.47 5.15 1.29  0.613
C -1.47 6.08 0.64  -1.387
O -1.11 3.85 1.22  0.136
H 0.63 4.96 -0.46  -0.141
H 1.58 4.51 0.98  -0.782
H 1.20 6.29 0.64  0.488
H -0.24 5.35 2.36  0.272
H -2.42 6.11 1.13  0.401
H -1.64 5.62 -0.35  0.155
H -1.09 7.12 0.50  0.374
H -0.60 3.22 1.78  -0.132
C -2.72 -5.55 3.97  -1.555
C -3.34 -4.26 3.55  0.851
C -2.37 -3.14 3.46  0.213
O -3.83 -4.54 2.25  -0.588
H -3.43 -6.40 3.89  0.395
H -2.36 -5.50 4.98  0.393
H -1.91 -5.78 3.32  0.162
H -4.19 -4.02 4.16  -0.076
H -1.73 -3.40 2.59  -0.314
H -1.69 -3.04 4.28  0.073
H -2.89 -2.21 3.31  0.196
H -4.29 -3.76 1.88  0.387
C -6.62 2.70 -3.13  -1.603
C -5.40 2.20 -3.90  1.665
C -5.48 0.69 -4.06  -0.852
O -5.32 2.78 -5.22  -0.668
H -6.54 2.47 -2.09  0.320
H -7.56 2.32 -3.50  0.367
H -6.69 3.76 -3.25  0.440
H -4.52 2.47 -3.32  -0.531
H -4.69 0.43 -4.75  0.100
H -6.43 0.48 -4.50  0.450
H -5.31 0.18 -3.11  -0.009
H -4.52 3.32 -5.28  0.341
C 1.95 -2.33 2.93  1.650
C 2.34 -3.31 4.04  0.871
C 3.41 -2.75 5.04  -1.546
O 1.12 -3.61 4.74  -0.539
H 1.66 -2.82 2.02  -0.487
H 2.78 -1.79 2.56  -1.161
H 1.14 -1.76 3.27  -0.460
H 2.67 -4.24 3.65  0.505
H 3.56 -3.40 5.86  0.471
H 3.06 -1.83 5.51  0.271
H 4.30 -2.45 4.52  0.313
H 0.46 -2.94 4.52  -0.111
C 0.69 -4.49 -0.47  0.741
C -0.21 -5.54 -0.99  0.188
C -0.50 -6.62 0.04  -1.195
O -1.43 -4.91 -1.49  -0.453
H 0.30 -3.99 0.35  -0.752
H 0.85 -3.77 -1.25  -0.590
H 1.68 -4.90 -0.28  0.571
H 0.20 -5.97 -1.87  0.402
H 0.41 -7.16 0.37  0.418
H -1.23 -7.36 -0.35  0.361
H -0.84 -6.15 0.97  0.027
H -2.10 -4.87 -0.80  0.169
C 4.60 1.12 2.62  0.542
C 4.38 2.60 2.90  0.193
C 5.59 3.44 2.44  -1.423
O 3.15 3.04 2.27  -0.388
H 4.88 1.03 1.58  -0.449
H 3.73 0.52 2.83  -0.463
H 5.48 0.67 3.18  0.484
H 4.14 2.79 3.95  0.348
H 5.46 4.52 2.55  0.375
H 5.80 3.19 1.42  0.171
H 6.51 3.12 2.96  0.439
H 3.33 3.33 1.35  0.087
C -0.51 -0.86 0.14  0.847
C 0.51 0.06 -0.47  2.162
C 1.85 -0.05 0.16  1.083
O 0.69 -0.28 -1.88  1.421
H -0.64 -0.70 1.24  -0.098
H -0.32 -1.95 -0.01  -0.459
H -1.49 -0.62 -0.19  -1.257
H 0.14 1.11 -0.43  -0.906
H 2.17 -1.12 0.07  -0.619
H 1.73 0.18 1.19  -0.479
H 2.57 0.72 -0.18  -0.503
H 0.09 -0.94 -2.22  -0.838
C -3.00 2.14 -0.49  0.631
C -3.56 1.26 0.63  1.871
C -4.20 2.19 1.66  -1.641
O -4.61 0.34 0.23  -0.634
H -2.10 2.72 -0.21  -0.644
H -3.82 2.82 -0.81  0.534
H -2.73 1.47 -1.31  -0.379
H -2.79 0.65 1.18  -0.706
H -4.38 1.73 2.63  0.455
H -5.16 2.62 1.31  0.369
H -3.56 3.06 1.93  0.088
H -4.76 0.34 -0.72  0.000
C 2.42 2.24 -3.08  -0.299
C 2.82 3.51 -2.41  2.158
C 4.02 4.19 -2.99  -1.461
O 1.65 4.48 -2.68  -0.354
H 1.55 1.77 -2.59  -0.550
H 3.16 1.47 -3.02  -0.491
H 2.26 2.33 -4.15  0.692
H 3.05 3.33 -1.36  -0.949
H 3.98 4.38 -4.05  0.364
H 4.85 3.54 -2.82  -0.070
H 4.20 5.12 -2.40  0.532
H 1.99 5.37 -2.64  0.262
C -1.05 6.18 -3.14  -1.546
C -1.23 4.78 -3.65  0.502
C -1.61 3.87 -2.57  0.417
O -2.34 4.81 -4.57  -0.473
H -0.75 6.84 -4.01  0.499
H -0.31 6.27 -2.34  0.141
H -2.03 6.47 -2.75  0.432
H -0.34 4.46 -4.14  0.193
H -2.00 2.94 -3.00  -0.738
H -2.36 4.34 -1.88  0.121
H -0.73 3.56 -2.03  0.037
H -2.14 5.51 -5.24  0.341
C 6.53 0.99 -3.29  -0.894
C 6.87 1.42 -1.91  0.659
C 7.82 2.58 -1.87  -1.752
O 5.74 1.93 -1.12  -0.217
H 5.83 1.68 -3.81  0.162
H 6.08 0.01 -3.32  0.084
H 7.43 0.93 -3.93  0.409
H 7.28 0.58 -1.41  0.499
H 7.37 3.54 -2.15  0.265
H 8.74 2.38 -2.50  0.388
H 8.21 2.62 -0.89  0.462
H 5.08 1.22 -1.01  -0.132
C 1.35 1.46 4.99  -0.903
C 0.08 1.31 4.14  1.627
C -1.08 2.10 4.74  -1.913
O 0.32 1.90 2.83  0.138
H 1.83 2.44 4.93  0.303
H 2.05 0.59 4.71  -0.168
H 1.09 1.33 6.04  0.341
H -0.23 0.27 4.05  -0.626
H -1.05 1.87 5.81  0.376
H -2.00 1.70 4.33  0.297
H -0.90 3.17 4.59  0.322
H 1.27 2.00 2.67  -0.288
C -7.38 -2.49 1.32  -1.310
C -6.39 -1.85 2.31  0.801
C -6.49 -2.34 3.75  -1.064
O -5.05 -2.04 1.84  0.064
H -7.39 -2.01 0.35  0.298
H -8.41 -2.44 1.70  0.373
H -7.18 -3.58 1.11  0.245
H -6.45 -0.75 2.32  0.207
H -5.46 -2.05 4.13  -0.033
H -6.48 -3.41 3.75  0.288
H -7.34 -1.93 4.23  0.520
H -4.89 -1.49 1.07  -0.226
C -3.36 -2.96 -4.03  -1.930
C -2.72 -2.06 -3.00  1.833
C -3.56 -2.04 -1.74  -0.385
O -1.28 -2.28 -2.74  0.087
H -3.48 -3.94 -3.52  0.343
H -2.74 -3.00 -4.93  0.387
H -4.27 -2.48 -4.37  0.460
H -2.77 -1.09 -3.42  -0.788
H -3.21 -1.22 -1.07  -0.786
H -3.46 -2.99 -1.27  0.236
H -4.60 -2.00 -2.01  0.806
H -1.25 -3.25 -2.47  -0.270
C -0.50 -0.23 8.29  -1.392
C -1.24 -1.12 7.31  0.352
C -2.53 -0.58 6.80  -0.729
O -0.43 -1.38 6.13  -0.061
H -1.00 -0.24 9.22  0.452
H -0.35 0.81 7.87  0.180
H 0.52 -0.57 8.45  0.371
H -1.38 -2.04 7.87  0.402
H -2.32 0.31 6.19  -0.119
H -3.32 -0.34 7.47  0.465
H -2.96 -1.36 6.16  0.115
H 0.30 -1.96 6.37  0.145
C 5.07 -1.60 0.46  0.882
C 5.25 -3.00 -0.12  0.385
C 6.11 -3.77 0.90  -1.586
O 3.98 -3.61 -0.26  -0.484
H 4.47 -1.64 1.34  -0.799
H 4.63 -0.92 -0.30  -0.611
H 6.06 -1.20 0.70  0.729
H 5.79 -2.91 -1.05  0.265
H 6.29 -4.81 0.59  0.404
H 5.72 -3.86 1.91  0.250
H 7.09 -3.27 1.02  0.407
H 3.58 -3.27 -1.10  0.081


Below is a structure of composition C4H4 at a distorted geometry, with properties calculated with the ωB97M-V functional and the def2-TZVPD basis.

Summary:
LUMO energy in eV: -1.66
Net charge: 0
HOMO level in hartree: -0.369
Kohn-Sham gap in eV: 8.4

Last column: natural (NBO) charge in e.
Element x y z (Å)
C -0.56 0.24 1.05  -0.663
C -1.38 -0.25 1.91  0.368
C 0.48 1.34 0.53  -0.419
C 0.22 0.03 -0.13  0.226
H 0.03 2.23 0.14  0.247
H 1.37 1.49 1.07  0.244
H -0.14 -2.89 -2.44  -0.015
H -0.01 -2.18 -2.13  0.011


Below is a structure of composition BrH2NO2P at a distorted geometry, with properties calculated with the ωB97M-V functional and the def2-TZVPD basis.

Summary:
LUMO energy in eV: 3.88
Net charge: -1
HOMO level in hartree: -0.174
Kohn-Sham gap in eV: 8.6

Last column: natural (NBO) charge in e.
Element x y z (Å)
N -0.61 0.32 -0.71  -1.229
O 1.71 -0.60 -0.51  -1.107
O -0.16 -1.98 0.53  -1.088
P 0.40 -0.74 0.09  2.408
Br 0.22 1.31 2.15  -0.806
H -1.57 0.60 -0.47  0.410
H 0.01 1.10 -1.08  0.412


Below is a structure of composition C42H65GeIrNO2P2 at a distorted geometry, with properties calculated with the ωB97M-V functional and the def2-TZVPD basis.

Summary:
LUMO energy (spin up / spin down) in eV: 0.55 / 0.35
Net charge: 0
Multiplicity: 2
HOMO level (spin up / spin down) in hartree: -0.222 / -0.252
Kohn-Sham gap (spin up / spin down) in eV: 6.6 / 7.2

Last column: Mulliken spin population.
Element x y z (Å)
Ir 0.10 -0.37 -0.23  -0.602
N -0.90 1.99 1.82  0.010
C -1.39 1.20 2.86  -0.037
C -1.80 1.85 4.04  -0.001
C -2.27 1.16 5.13  0.000
C -2.37 -0.23 5.08  0.001
C -1.97 -0.87 3.93  0.015
C -1.46 -0.20 2.81  0.006
P -0.93 -1.26 1.39  0.074
C 0.17 -2.47 2.27  -0.014
C 0.76 -2.17 3.50  0.020
C 1.68 -3.05 4.07  0.020
C 2.02 -4.23 3.43  -0.001
C 1.45 -4.52 2.20  0.011
C 0.54 -3.64 1.63  0.031
C -2.46 -2.27 1.10  -0.001
C -2.41 -3.39 0.25  0.007
C -3.55 -4.14 0.00  0.002
C -4.77 -3.78 0.55  0.000
C -4.84 -2.66 1.35  0.000
C -3.70 -1.92 1.63  -0.005
H -0.81 2.96 2.07  0.000
H -1.33 1.88 0.91  0.026
H -1.73 2.93 4.08  0.000
H -2.58 1.70 6.02  0.000
H -2.75 -0.79 5.92  0.000
H -2.03 -1.96 3.90  0.001
H 0.53 -1.24 4.00  -0.024
H 2.12 -2.80 5.03  0.000
H 2.72 -4.91 3.89  0.000
H 1.72 -5.43 1.68  0.000
H 0.14 -3.88 0.65  -0.009
H -1.49 -3.65 -0.25  0.000
H -3.48 -5.00 -0.66  0.000
H -5.65 -4.36 0.34  0.000
H -5.79 -2.35 1.78  0.000
H -3.79 -1.05 2.27  -0.001
C 1.77 -0.49 0.89  0.817
H 2.16 0.44 1.31  0.014
H 2.29 -1.36 1.30  0.023
O 1.37 -0.09 -2.03  -0.017
P 2.84 0.13 -2.30  -0.071
C 3.89 -1.20 -1.62  -0.008
C 5.28 -1.38 -2.28  0.011
C 5.53 -2.81 -2.75  0.000
C 5.35 -3.80 -1.60  0.000
C 4.05 -3.57 -0.81  0.004
C 3.14 -2.54 -1.48  0.034
C 3.05 0.29 -4.10  0.009
C 3.25 -1.06 -4.84  0.000
C 2.60 -1.08 -6.22  0.000
C 2.76 0.27 -6.91  0.000
C 2.00 1.36 -6.13  0.000
C 1.78 0.98 -4.67  0.005
C 3.38 1.60 -1.38  -0.064
C 4.89 1.86 -1.25  0.016
C 5.49 2.64 -2.42  0.000
C 4.72 3.94 -2.67  -0.001
C 3.24 3.67 -2.91  0.002
C 2.62 2.89 -1.75  0.009
H 4.04 -0.85 -0.59  0.028
H 6.06 -1.12 -1.56  0.000
H 5.41 -0.68 -3.12  -0.001
H 6.54 -2.89 -3.15  0.000
H 4.86 -3.06 -3.57  0.000
H 6.21 -3.72 -0.93  0.000
H 5.37 -4.82 -2.00  0.000
H 4.27 -3.21 0.20  0.000
H 3.50 -4.51 -0.68  0.000
H 2.24 -2.37 -0.89  -0.024
H 2.82 -2.91 -2.46  -0.001
H 3.90 0.95 -4.27  -0.001
H 2.86 -1.88 -4.24  0.001
H 4.32 -1.24 -4.96  0.000
H 1.53 -1.32 -6.13  0.000
H 3.04 -1.88 -6.82  0.000
H 2.39 0.22 -7.94  0.000
H 3.82 0.51 -6.98  0.000
H 1.03 1.56 -6.60  0.000
H 2.56 2.31 -6.18  0.000
H 0.94 0.30 -4.55  0.000
H 1.52 1.87 -4.09  0.004
H 3.01 1.26 -0.41  0.079
H 5.43 0.93 -1.10  0.000
H 5.04 2.45 -0.34  0.001
H 5.48 2.03 -3.33  0.000
H 6.54 2.86 -2.21  0.000
H 5.15 4.47 -3.52  0.000
H 4.83 4.59 -1.79  0.000
H 3.13 3.12 -3.85  0.000
H 2.70 4.61 -3.03  0.000
H 1.57 2.65 -1.94  0.000
H 2.63 3.53 -0.86  0.001
C -3.67 1.94 -2.98  0.001
Ge -3.16 0.66 -1.59  -0.022
C -4.06 -1.01 -2.05  0.040
C -3.95 1.32 0.08  0.018
C -1.25 0.49 -1.40  0.547
H -4.75 1.95 -3.13  0.000
H -3.20 1.68 -3.93  -0.001
H -3.36 2.95 -2.70  0.000
H -5.13 -0.85 -1.95  0.001
H -3.76 -1.81 -1.39  -0.011
H -3.84 -1.31 -3.08  0.000
H -5.04 1.23 0.04  0.000
H -3.70 2.38 0.24  0.001
H -3.60 0.75 0.93  -0.003
H -0.70 1.01 -2.19  0.034
C -0.61 -2.56 -3.33  0.025
O -0.20 -2.79 -2.00  -0.015
H -1.21 -3.39 -3.72  0.000
H 0.24 -2.38 -3.99  -0.001
H -1.22 -1.65 -3.31  -0.009
H 0.64 -3.25 -2.00  -0.005


Question: What is the formula in the seventh record?
Answer: C42H65GeIrNO2P2


Question: Which formula does entry 1 have?
Answer: C7H9F2NO8


Question: Number 3 is which compound?
Answer: C13H30O2PS2